1.
Formula: C30H43As3N3O3PRuS
Source: the OMol25 dataset
Level of theory: ωB97M-V/def2-TZVPD

Output
electronic energy = -247635.9002 eV
HOMO-LUMO gap (alpha / beta) = 8.1 / 6.3 eV
energy relative to the best compared isomer or geometry (same formula, charge and spin) = 1.54 kcal/mol
E_HOMO (alpha / beta) = -10.84 / -10.84 eV
2S+1 = 2
net charge = +1

Each line ends with the Löwdin charge.
Geometry (Å):
Ru: 0.0074 -0.1558 0.1541  0.496
C: -0.1438 0.4676 3.8767  -0.252
As: 0.0189 -0.8509 2.4688  1.077
C: -1.4073 -2.0807 2.9210  -0.263
C: 1.5282 -1.9841 2.9579  -0.318
C: 2.9821 -1.4895 2.8652  -0.679
C: 3.8194 -2.5697 3.5669  -0.093
C: 3.4789 -1.4560 1.4128  -0.309
As: 2.5510 -0.4030 0.0509  1.135
C: 3.2249 -1.2627 -1.5573  -0.270
C: 3.5447 1.2574 -0.0114  -0.257
C: 3.1433 -0.1416 3.5667  -0.375
As: 4.9394 0.3366 4.2923  1.144
C: 4.2462 1.8051 5.3946  -0.342
C: 5.6049 1.4848 2.8443  -0.344
H: 0.1178 -0.0319 4.8118  0.044
H: -1.1823 0.7926 3.9339  0.028
H: 0.5025 1.3220 3.6970  0.025
H: -1.2822 -2.4078 3.9552  0.048
H: -1.3651 -2.9380 2.2543  0.016
H: -2.3713 -1.5850 2.8085  0.019
H: 1.4081 -2.8845 2.3481  0.062
H: 1.3264 -2.2705 3.9979  0.094
H: 3.5669 -3.5548 3.1761  0.093
H: 3.6337 -2.5674 4.6432  0.090
H: 4.8891 -2.4084 3.4209  0.064
H: 3.4951 -2.4724 1.0116  0.067
H: 4.5105 -1.0812 1.3985  0.083
H: 4.2892 -1.4661 -1.4212  0.045
H: 3.1185 -0.5934 -2.4121  0.032
H: 2.7035 -2.2006 -1.7287  0.008
H: 4.5997 0.9978 -0.1256  0.044
H: 3.4097 1.8224 0.9072  0.008
H: 3.2226 1.8610 -0.8582  0.038
H: 2.5083 -0.1375 4.4597  0.061
H: 2.7872 0.6840 2.9340  0.060
H: 3.6740 1.3975 6.2280  0.018
H: 3.6149 2.4762 4.8130  0.024
H: 5.0855 2.3680 5.8013  0.022
H: 5.9435 0.8888 1.9979  0.004
H: 6.4653 2.0359 3.2238  0.023
H: 4.8523 2.2000 2.5196  0.011
N: -0.0229 0.2822 -1.9636  -0.068
C: -1.3103 0.2830 -2.6298  -0.323
C: -1.4570 -0.0719 -3.9596  -0.007
C: -2.7185 -0.0063 -4.5363  -0.045
C: -3.8101 0.4161 -3.7886  -0.051
C: -3.6482 0.7382 -2.4510  -0.052
C: -2.3894 0.6612 -1.8589  -0.312
P: -2.0991 0.8135 -0.0763  1.007
C: -2.1399 2.5744 0.3245  -0.384
C: -1.9565 2.9890 1.6402  -0.113
C: -1.9768 4.3356 1.9520  -0.056
C: -2.1732 5.2786 0.9518  -0.054
C: -2.3501 4.8733 -0.3616  -0.052
C: -2.3286 3.5237 -0.6784  -0.071
C: -3.6439 0.1885 0.6923  -0.331
C: -3.9524 -1.1714 0.7419  -0.126
C: -5.1585 -1.6093 1.2609  -0.065
C: -6.0870 -0.6980 1.7387  -0.061
C: -5.8025 0.6558 1.6873  -0.059
C: -4.5951 1.0971 1.1664  -0.077
H: 0.6230 -0.3211 -2.4720  0.090
H: 0.3685 1.2270 -1.9456  0.075
H: -0.6011 -0.3882 -4.5401  0.121
H: -2.8453 -0.2863 -5.5720  0.116
H: -4.7882 0.4702 -4.2420  0.114
H: -4.5050 1.0190 -1.8519  0.118
H: -1.8052 2.2604 2.4269  0.091
H: -1.8305 4.6511 2.9750  0.115
H: -2.1795 6.3309 1.1974  0.113
H: -2.4970 5.6059 -1.1423  0.113
H: -2.4568 3.2143 -1.7067  0.106
H: -3.2597 -1.9151 0.3788  0.037
H: -5.3701 -2.6686 1.2897  0.113
H: -7.0275 -1.0427 2.1428  0.112
H: -6.5209 1.3778 2.0483  0.112
H: -4.4051 2.1588 1.1340  0.101
O: 0.7021 2.5779 -0.7623  -0.031
N: 0.8688 2.6786 0.4522  -0.541
O: 1.2828 3.6514 1.0190  0.108
O: 0.6882 1.5968 1.1757  -0.329
S: -0.8632 -2.1647 -0.4591  0.615
C: 0.5381 -3.1134 -0.2197  -0.744
N: 1.5373 -3.6635 -0.0510  0.096

Forces on the atoms, in the same order (eV/Å):
0.1 1.0 0.1
-0.1 -0.1 0.1
0.1 -0.5 0.4
0.0 0.1 0.2
-0.1 -0.1 0.2
0.0 -0.2 -0.1
0.1 0.0 0.1
0.2 0.1 -0.1
-0.2 -0.6 0.1
0.2 0.1 0.0
0.1 0.0 0.0
-0.1 0.3 0.1
-0.1 0.1 0.0
0.1 -0.1 0.0
0.1 0.0 0.0
0.0 0.1 0.0
0.0 0.0 0.0
0.0 0.0 0.0
0.0 0.0 -0.1
0.0 0.0 0.0
0.1 0.0 0.0
0.0 0.0 0.1
0.0 0.0 -0.1
0.0 -0.1 0.0
0.0 0.0 0.0
-0.1 0.0 0.0
0.0 0.1 0.0
-0.1 -0.1 0.0
-0.1 0.0 0.0
0.0 0.0 0.0
0.0 0.0 0.0
-0.1 0.1 0.0
0.0 0.0 0.0
0.0 0.0 0.0
0.1 0.0 0.0
0.0 -0.1 0.1
0.0 0.0 0.0
0.0 0.0 0.0
0.0 0.0 0.0
0.0 0.0 0.0
0.0 0.0 0.0
0.0 0.0 0.0
0.5 -0.1 -0.6
0.3 0.0 0.2
-0.1 0.1 0.0
0.1 0.0 0.1
0.1 0.0 0.0
-0.1 0.0 0.0
-0.5 -0.1 0.1
-0.6 -0.2 0.4
0.1 0.1 -0.3
0.0 -0.1 0.1
0.0 0.1 0.0
0.0 0.0 0.0
0.0 0.0 0.0
0.0 0.0 0.1
-0.1 0.2 -0.1
0.1 0.0 -0.1
0.0 0.0 0.0
0.0 0.0 0.0
0.0 0.0 0.0
0.0 0.0 0.0
-0.1 0.1 0.1
0.0 0.0 -0.1
0.0 0.0 0.0
0.0 0.0 0.0
-0.1 0.0 0.0
0.0 0.0 0.0
0.0 0.0 0.0
0.0 0.0 0.0
0.0 0.0 0.0
0.0 0.0 0.0
0.0 0.0 0.0
0.1 0.0 -0.1
0.0 0.0 0.0
-0.1 0.0 0.0
0.0 0.0 0.0
0.0 0.1 0.0
-0.1 0.5 -0.2
0.8 -0.5 0.3
-0.2 0.3 0.0
-0.4 0.1 -0.4
0.7 -0.5 -0.1
-0.5 0.2 0.0
0.1 -0.3 0.0

---

2.
Formula: C30H43BF5N3O15
Source: the OMol25 dataset
Level of theory: ωB97M-V/def2-TZVPD

Output
electronic energy = -81258.0351 eV
HOMO-LUMO gap = 8.1 eV
energy relative to the best compared isomer or geometry (same formula, charge and spin) = 0.00 kcal/mol
E_HOMO = -9.05 eV
net charge = 0

Each line ends with the Löwdin charge.
Geometry (Å):
C: -3.9224 4.3818 -1.3523  -0.054
C: -2.4752 3.8197 -1.2417  -0.390
C: -1.9646 3.5315 -2.6529  -0.068
C: -2.5867 2.5301 -0.4455  -0.092
N: -1.3056 2.0291 0.1286  -0.014
N: -0.2301 2.7241 -0.1960  0.151
C: 0.9183 2.3318 0.3081  0.014
C: 1.0242 1.2199 1.1503  -0.014
C: 2.3437 0.8385 1.7761  -0.706
O: 2.8128 1.6801 2.5420  0.034
O: 2.7231 -0.3093 1.5023  0.023
C: -0.1056 0.4633 1.4398  0.069
B: 0.0137 -0.8804 2.2791  -0.626
N: 0.1291 -0.9203 3.7107  0.222
O: -0.0422 -2.0120 1.5274  0.171
C: -1.3155 0.9232 0.8997  -0.114
C: -2.5903 0.1955 1.1377  -0.087
C: -2.9724 -0.6780 -0.1077  -0.119
C: -4.4713 -0.5790 -0.3712  -0.075
C: -4.8524 -0.9092 -1.8056  -0.443
F: -3.8842 -0.5404 -2.6746  0.120
F: -5.0697 -2.2359 -1.9591  0.133
C: -6.1477 -0.1771 -2.2402  -0.561
F: -5.8339 1.0538 -2.6641  0.150
F: -6.9924 -0.0538 -1.2116  0.166
F: -6.7813 -0.8123 -3.2151  0.189
H: -4.0967 5.0768 -0.5345  0.086
H: -4.0933 4.8646 -2.3047  0.076
H: -4.6409 3.5748 -1.2118  0.065
H: -1.8905 4.5763 -0.7345  0.128
H: -2.7801 3.0787 -3.2195  0.079
H: -1.6985 4.4442 -3.1748  0.085
H: -1.1473 2.8170 -2.6740  0.069
H: -3.2832 2.6882 0.3701  0.130
H: -2.9643 1.7708 -1.1242  0.122
H: 1.7957 2.9145 0.0828  0.139
H: -0.4151 -1.6890 4.0851  0.096
H: -0.1802 -0.0736 4.1705  0.085
H: 0.3674 -2.7699 1.9678  0.082
H: -3.4040 0.8806 1.3527  0.111
H: -2.4975 -0.4467 2.0053  0.124
H: -2.7101 -1.6968 0.1477  0.127
H: -2.3966 -0.3354 -0.9574  0.114
H: -4.8559 0.4139 -0.1529  0.117
H: -5.0136 -1.2732 0.2639  0.144
C: 4.5066 1.6396 5.6368  -0.020
C: 3.6515 1.0319 6.7140  -0.325
C: 2.4263 0.3115 6.2040  -0.096
O: 1.5226 0.4344 7.3184  0.054
C: 1.8646 1.5550 7.9993  -0.572
O: 1.2124 2.0432 8.8639  0.157
O: 3.0462 2.0406 7.5514  0.085
H: 5.2570 2.3095 6.0573  0.086
H: 5.0120 0.8581 5.0711  0.094
H: 3.8951 2.2198 4.9456  0.077
H: 4.2456 0.3823 7.3642  0.157
H: 2.5991 -0.7349 5.9681  0.138
H: 1.9847 0.8082 5.3387  0.122
C: 5.1552 -4.5649 0.5638  -0.024
C: 3.7402 -4.1210 0.8262  -0.303
C: 3.5320 -3.3374 2.0957  -0.069
O: 2.1540 -3.6373 2.4029  0.031
C: 1.8651 -4.8444 1.8665  -0.576
O: 0.8649 -5.4513 2.0853  0.158
O: 2.8603 -5.2526 1.0521  0.092
H: 5.1839 -5.2828 -0.2533  0.086
H: 5.7805 -3.7164 0.3027  0.085
H: 5.5815 -5.0535 1.4407  0.095
H: 3.3473 -3.5706 -0.0329  0.163
H: 3.6688 -2.2647 1.9760  0.114
H: 4.1474 -3.7020 2.9216  0.142
C: 9.6985 -4.7200 -4.4765  -0.022
C: 8.7071 -5.1051 -3.4087  -0.330
C: 7.4726 -4.2387 -3.3223  -0.089
O: 7.1026 -4.3757 -1.9422  0.040
C: 8.2384 -4.6477 -1.2440  -0.558
O: 8.3222 -4.6438 -0.0619  0.170
O: 9.2591 -4.9214 -2.0921  0.087
H: 10.6344 -5.2598 -4.3390  0.089
H: 9.3027 -4.9534 -5.4646  0.091
H: 9.9257 -3.6542 -4.4308  0.090
H: 8.4336 -6.1596 -3.5067  0.159
H: 6.6618 -4.5720 -3.9654  0.139
H: 7.6855 -3.1856 -3.5195  0.139
C: -8.5653 2.9863 -5.1885  -0.015
C: -7.5075 3.8710 -4.5802  -0.331
C: -7.5878 4.0454 -3.0821  -0.095
O: -6.9762 5.3289 -2.8966  0.050
C: -7.1654 6.0410 -4.0387  -0.561
O: -6.9385 7.1973 -4.1572  0.174
O: -7.6458 5.2354 -5.0194  0.086
H: -8.5575 3.0749 -6.2740  0.090
H: -8.3882 1.9444 -4.9217  0.086
H: -9.5591 3.2744 -4.8437  0.091
H: -6.5114 3.5287 -4.8772  0.158
H: -7.0457 3.2827 -2.5293  0.114
H: -8.6173 4.0959 -2.7197  0.141

Forces on the atoms, in the same order (eV/Å):
0.5 -0.3 0.7
-0.9 0.1 -0.7
-0.2 -0.2 0.1
0.5 0.6 0.0
-0.5 -0.1 -0.1
0.3 0.0 0.1
-0.6 -0.2 0.2
-0.1 -0.2 0.1
0.2 -0.4 0.4
0.1 0.7 0.2
0.0 -0.4 -0.3
-0.2 0.7 -0.3
0.4 -0.3 0.2
-1.1 0.4 -0.6
-0.1 0.0 -0.1
1.0 0.0 0.5
-0.4 -0.3 -0.6
-0.2 0.5 1.0
0.1 -0.2 -0.4
-0.3 -0.1 0.4
0.1 -0.1 -0.2
0.1 -0.1 0.0
0.0 -0.1 0.0
-0.1 0.2 0.0
-0.1 0.0 0.1
0.0 0.0 -0.2
-0.2 0.2 -0.1
-0.1 0.2 -0.1
-0.2 -0.1 -0.3
0.4 -0.1 0.1
-0.1 -0.1 -0.1
0.2 0.1 0.0
0.3 0.2 0.0
0.0 -0.2 0.2
-0.2 -0.2 0.1
0.0 0.2 -0.2
0.5 -0.2 0.3
0.3 0.0 0.2
-0.1 -0.1 0.0
0.0 0.2 0.1
0.2 0.0 0.2
0.3 -0.2 -0.4
0.1 -0.2 -0.2
0.1 0.2 0.0
-0.2 0.0 0.1
0.0 0.4 0.0
0.2 0.1 -0.3
-0.1 -0.2 0.1
0.0 0.0 -0.1
0.1 0.1 -0.1
-0.1 0.0 0.1
-0.1 -0.2 0.1
0.0 -0.1 0.1
0.0 0.0 0.0
0.0 -0.1 -0.1
-0.1 0.0 0.0
-0.1 0.0 0.1
0.1 0.0 -0.1
-0.2 -0.3 0.2
0.3 -0.1 0.0
0.1 0.4 0.0
0.0 -0.1 0.1
0.4 -0.2 -0.2
-0.2 0.0 0.0
-0.2 0.1 0.0
0.0 0.1 -0.1
0.0 0.1 0.0
0.0 0.1 0.0
-0.1 0.0 0.0
-0.3 0.0 0.0
0.0 -0.1 -0.1
0.2 0.1 0.2
0.2 0.1 -0.2
-0.2 0.0 0.0
0.2 0.0 -0.1
0.1 0.0 -0.1
0.0 0.0 0.1
-0.1 -0.1 0.0
0.0 -0.1 0.0
0.0 0.0 0.0
0.0 0.0 0.0
0.0 0.0 0.0
-0.1 0.0 0.1
0.1 0.0 0.0
-0.2 0.2 -0.1
-0.2 -0.2 -0.1
0.1 0.0 0.2
-0.1 -0.1 0.0
0.0 -0.1 -0.1
0.0 0.1 0.0
0.1 0.0 0.1
0.1 -0.1 0.0
0.0 0.0 0.0
0.0 0.0 0.0
0.0 0.0 0.0
0.1 0.1 0.1
0.0 0.0 -0.1

---

What is the formula in the second record?
C30H43BF5N3O15

---

Look up the net charge of the second one.
0

---

Among the records above, which one has the lowest energy relative to the best compared isomer or geometry (same formula, charge and spin)?
C30H43BF5N3O15

---

The lowest electronic energy belongs to which entry?
C30H43As3N3O3PRuS